15
Properties=species:S:1:pos:R:3:forces:R:3 method="wB97M-V/def2-TZVPD" lumo_energy_ha=0.008 homo_lumo_gap_ev=9.25 homo_ev=-9.042 energy_ha=-304.66796 relative_energy_ev=4.559
C 0.82043 -1.29626 0.72847 0.086 -0.030 0.024
C -0.01831 -0.10122 0.30500 0.042 -0.065 0.220
C 0.61141 1.23276 0.65698 -0.054 0.064 0.015
N -0.32019 -0.28311 -1.15435 -0.246 -0.142 -0.128
C -1.47246 -0.37687 0.45154 0.174 0.201 -0.075
C -1.12022 0.45402 -1.94665 -0.595 0.570 -0.538
N -1.83944 1.01249 -2.66686 0.839 -0.341 0.638
H 0.84582 -1.32377 1.82111 0.061 0.023 -0.128
H 1.84687 -1.25008 0.34985 -0.099 0.026 0.036
H 0.33181 -2.21943 0.39949 0.105 0.127 0.056
H 1.67409 1.25856 0.39215 -0.164 -0.013 0.002
H 0.10136 2.06698 0.16571 0.011 -0.142 0.047
H 0.52974 1.37557 1.74058 0.017 0.001 -0.160
H -0.02805 -1.16473 -1.55571 -0.229 -0.014 0.133
H -1.96285 0.61509 0.31270 0.052 -0.266 -0.143